1.
Below is a 2-piece molecular cluster, CH2O4S overall in a non-equilibrium geometry, with properties calculated with wB97M-V/def2-TZVPD.

Geometry (Å):
1 C -0.981118 -0.602124 -0.014925
2 O -1.395287 0.403045 -0.823319
3 O 1.345676 1.425517 0.037949
4 O 2.652658 -0.412820 0.817046
5 O -0.029187 -1.273501 -0.240572
6 S 2.056954 0.207688 -0.322721
7 H -1.811858 -0.689993 0.774232
8 H -1.837838 0.942190 -0.227691

Force components x, y, z for each atom (eV/Å):
C -2.09 0.36 -0.13
O 2.13 -1.70 -1.25
O 0.37 -0.86 -1.04
O 0.45 -0.75 -0.22
O -0.11 -0.43 0.33
S -0.44 1.80 1.24
H 1.59 -0.60 -0.18
H -1.88 2.19 1.24

Summary:
Multiplicity: 1
ΔE to the lowest compared entry with this formula, charge and spin: 11.9 kcal per mole
Kohn-Sham gap: 10.740 eV

***

2.
Below is CH2O4Tl as an isolated structure in a non-equilibrium geometry, with properties calculated with wB97M-V/def2-TZVPD.

Geometry (Å):
1 O 0.552750 -0.837486 -0.315372
2 C 1.077668 0.310078 -0.118939
3 O 2.259196 0.497288 0.227136
4 O 0.280188 1.382384 -0.216578
5 Tl -1.521962 -1.488988 0.196140
6 H -0.800643 1.137639 -0.191486
7 O -2.603553 0.359233 -0.028333
8 H -2.968490 1.021820 0.556268

Force components x, y, z for each atom (eV/Å):
O 0.07 -0.22 -0.45
C 1.81 -0.25 1.25
O -1.05 0.06 -0.70
O -4.08 0.46 0.05
Tl -0.37 -1.63 0.39
H 3.44 0.33 -0.32
O 0.26 1.18 -0.47
H -0.08 0.07 0.26

Summary:
Multiplicity: 1
Kohn-Sham gap: 7.765 eV
Net charge: -1

***

3.
Below is CH2O4Yb as an isolated structure in a non-equilibrium geometry, with properties calculated with wB97M-V/def2-TZVPD.

Geometry (Å):
1 O -0.332499 1.451169 -0.855592
2 C -1.313131 0.586886 -0.674907
3 O -1.729947 0.684548 0.550142
4 O -1.242984 -0.568918 -1.217367
5 Yb 0.744600 1.291793 1.074058
6 H 0.516728 -1.292914 -0.229090
7 O 1.276144 -0.839744 0.563172
8 H 2.081089 -1.312821 0.789583

Force components x, y, z for each atom (eV/Å):
O -1.44 0.03 -1.37
C 4.86 -1.95 2.64
O -1.00 -0.13 -1.04
O -1.25 2.06 0.29
Yb -0.98 0.18 -0.28
H 3.40 1.46 3.12
O -3.36 -0.73 -2.74
H -0.22 -0.93 -0.63

Summary:
Multiplicity: 2
ΔE to the lowest compared entry with this formula, charge and spin: 33.3 kcal per mole
Kohn-Sham gap (spin up / spin down): 8.447 / 6.903 eV
<S²>: 0.760
Net charge: +1

***

no.,energy (eV)
1,-20093.7226
2,-13955.0318
3,-40780.3175